(1)
Here is a molecular structure, C20H23N8O2STl from the Open Molecules 2025 dataset. Energies are from ωB97M-V/def2-TZVPD.

Total charge: +2
Gap between HOMO and LUMO: 7.565 eV
Spin multiplicity: 1

Last column: Mulliken charge in e.
Atoms and positions in Å:
Tl: 0.098 0.095 0.094  1.40
C: 2.434 4.369 0.717  -0.88
C: 1.544 5.125 -0.030  -0.59
C: 0.278 4.620 -0.275  -0.76
C: -0.038 3.349 0.187  0.30
N: 0.843 2.591 0.845  0.13
C: 2.044 3.109 1.126  -0.31
C: -1.399 2.788 -0.007  0.65
C: -2.514 3.629 0.114  -0.68
C: -3.801 3.145 -0.050  -0.92
C: -4.020 1.811 -0.357  -0.54
C: -2.941 0.937 -0.463  -0.69
C: -1.685 1.464 -0.273  0.42
H: 3.418 4.742 0.966  0.46
H: 1.824 6.098 -0.411  0.46
H: -0.443 5.195 -0.839  0.55
H: 2.710 2.493 1.716  0.47
H: -2.347 4.668 0.372  0.54
H: -4.642 3.817 0.060  0.44
H: -5.021 1.433 -0.521  0.44
H: -3.110 -0.095 -0.720  0.45
N: -2.386 -2.168 0.415  -0.29
N: -1.716 -3.392 0.512  -0.33
C: -0.489 -3.553 -0.006  0.64
N: 0.061 -4.757 0.032  -0.34
N: 0.102 -2.443 -0.487  -0.56
N: 1.268 -2.502 -1.179  1.23
O: 1.890 -3.531 -1.355  -0.73
O: 1.620 -1.409 -1.617  -0.66
H: -3.032 -2.097 1.191  0.27
H: -2.910 -2.147 -0.455  0.35
H: -2.226 -4.208 0.815  0.19
H: -0.427 -5.555 0.405  0.18
H: 0.944 -4.893 -0.439  0.24
C: -1.158 0.784 3.257  -0.82
S: -0.458 -0.802 2.738  0.21
C: 0.958 -0.867 3.859  -1.09
H: -0.453 1.591 3.064  0.19
H: -1.394 0.727 4.318  0.53
H: -2.073 0.950 2.689  0.23
H: 0.581 -0.858 4.879  0.45
H: 1.617 -0.017 3.695  0.27
H: 1.484 -1.803 3.681  0.39
N: 7.841 -0.368 -0.505  -0.34
C: 6.719 -0.200 -0.328  -0.39
C: 5.309 -0.031 -0.105  0.61
C: 4.712 -0.537 1.045  -0.74
C: 3.344 -0.409 1.184  -0.23
N: 2.578 0.185 0.267  0.33
C: 3.158 0.690 -0.829  -0.05
C: 4.516 0.611 -1.052  -0.76
H: 5.304 -1.017 1.811  0.54
H: 2.849 -0.798 2.063  0.16
H: 2.507 1.159 -1.557  0.43
H: 4.952 1.028 -1.949  0.55

=====

(2)
Here is a molecular structure, C20H23NO4PtS2 from the Open Molecules 2025 dataset. Energies are from ωB97M-V/def2-TZVPD.

Expectation value of S²: 2.02
Total charge: -2
Gap between HOMO and LUMO (alpha / beta): 4.998 / 6.196 eV
Spin multiplicity: 3
Relative energy (zero: lowest compared OMol25 entry of this formula, charge and spin): 0.0 kcal per mole

Last column: Mulliken charge in e.
Atoms and positions in Å:
Pt: 1.822 0.797 -0.867  0.45
O: -0.900 0.030 0.707  -0.14
C: -0.694 -1.228 1.293  2.06
C: 0.848 -1.588 1.397  0.18
O: 1.122 -2.590 2.075  -0.75
O: 1.644 -0.866 0.755  -1.01
C: -1.382 -1.200 2.666  -0.37
C: -1.224 -2.202 3.625  -0.06
C: -1.906 -2.148 4.832  -0.81
C: -2.766 -1.096 5.115  -0.36
C: -2.926 -0.092 4.173  -0.62
C: -2.241 -0.143 2.966  -0.26
C: -1.360 -2.308 0.418  -0.21
C: -2.051 -1.925 -0.727  -0.34
C: -2.676 -2.870 -1.532  -0.79
C: -2.620 -4.216 -1.209  -0.31
C: -1.918 -4.609 -0.076  -0.88
C: -1.293 -3.667 0.727  0.00
H: -0.076 0.294 0.238  -0.25
H: -0.520 -2.997 3.432  0.28
H: -1.753 -2.934 5.563  0.35
H: -3.296 -1.056 6.060  0.35
H: -3.583 0.746 4.377  0.37
H: -2.356 0.649 2.241  0.42
H: -2.078 -0.876 -0.988  0.53
H: -3.201 -2.545 -2.423  0.36
H: -3.103 -4.955 -1.839  0.35
H: -1.844 -5.660 0.180  0.35
H: -0.709 -3.982 1.579  0.23
C: 5.060 -0.015 -1.650  -0.63
O: 5.348 1.378 -1.734  -0.28
C: 4.745 2.246 -0.886  0.13
S: 5.113 3.854 -1.171  -0.48
S: 3.765 1.649 0.384  -0.42
H: 5.678 -0.477 -2.420  0.25
H: 4.002 -0.207 -1.839  0.26
H: 5.307 -0.411 -0.665  0.31
C: 0.980 3.962 -1.351  -1.51
C: 0.445 2.997 -2.417  1.78
C: 0.863 3.497 -3.808  -1.73
C: -1.088 2.936 -2.333  -1.46
N: 0.967 1.670 -2.248  -0.28
H: 0.557 4.966 -1.485  0.42
H: 2.069 4.021 -1.404  0.16
H: 0.716 3.594 -0.359  0.32
H: 0.477 4.504 -3.997  0.35
H: 0.482 2.821 -4.577  0.40
H: 1.952 3.519 -3.872  0.36
H: -1.540 3.919 -2.509  0.37
H: -1.385 2.582 -1.343  0.20
H: -1.471 2.231 -3.075  0.37

=====

(3)
Here is a molecular structure, C20H24AuN6S from the Open Molecules 2025 dataset. Energies are from ωB97M-V/def2-TZVPD.

Expectation value of S²: 2.01
Total charge: +3
Gap between HOMO and LUMO (alpha / beta): 9.114 / 6.009 eV
Spin multiplicity: 3

Last column: Mulliken charge in e.
Atoms and positions in Å:
Au: 0.338 -0.388 -0.283  0.84
C: -2.468 0.577 0.364  -1.17
N: -1.131 1.137 0.299  0.30
C: -0.533 1.658 1.579  -0.83
C: -0.062 0.559 2.540  0.97
C: -0.233 0.619 3.919  -0.81
C: 0.068 -0.520 4.690  -0.35
C: 0.507 -1.669 4.076  -0.79
C: 0.704 -1.664 2.712  -0.35
N: 0.437 -0.605 1.939  -0.18
C: -1.019 2.147 -0.873  -1.10
C: -0.929 1.517 -2.259  1.03
C: -1.124 2.257 -3.436  -0.91
C: -0.846 1.658 -4.658  -0.37
C: -0.460 0.303 -4.693  -0.77
C: -0.335 -0.416 -3.518  -0.32
N: -0.569 0.230 -2.317  -0.01
C: -2.581 -0.905 0.405  0.86
C: -3.779 -1.471 0.779  -0.97
C: -3.908 -2.843 0.707  -0.40
C: -2.798 -3.643 0.404  -0.79
C: -1.589 -3.008 0.033  -0.25
N: -1.504 -1.668 0.032  0.07
H: -3.028 0.957 1.218  0.56
H: -3.079 0.960 -0.493  0.47
H: 0.327 2.321 1.291  0.38
H: -1.317 2.209 2.129  0.51
H: -0.666 1.541 4.345  0.49
H: 0.009 -0.420 5.766  0.47
H: 0.667 -2.623 4.637  0.42
H: 1.105 -2.520 2.209  0.57
H: -1.915 2.785 -0.863  0.60
H: -0.084 2.764 -0.754  0.41
H: -1.531 3.273 -3.346  0.49
H: -0.808 2.226 -5.593  0.45
H: -0.424 -0.184 -5.651  0.48
H: -0.026 -1.438 -3.434  0.54
H: -4.600 -0.876 1.157  0.48
H: -4.824 -3.288 1.013  0.47
H: -2.841 -4.726 0.496  0.45
H: -0.772 -3.629 -0.372  0.47
C: 5.243 0.639 -1.990  -0.92
N: 4.834 0.791 -0.582  -0.20
C: 3.631 0.683 -0.107  0.68
N: 3.379 0.648 1.210  -0.36
S: 2.296 0.463 -1.316  -0.28
H: 4.800 1.404 -2.587  0.36
H: 4.985 -0.351 -2.363  0.37
H: 6.309 0.714 -1.979  0.33
H: 5.601 0.912 0.090  0.31
H: 4.124 0.437 1.927  0.29
H: 2.418 0.465 1.502  0.02

=====

(4)
Here is a single C20H24Cl2O4 molecule from the Open Molecules 2025 dataset. Energies are from ωB97M-V/def2-TZVPD.

Gap between HOMO and LUMO: 9.535 eV
Spin multiplicity: 1
Relative energy (zero: lowest compared OMol25 entry of this formula, charge and spin): 55.6 kcal per mole

Last column: Mulliken charge in e.
Atoms and positions in Å:
C: 5.929 -3.014 -0.754  -0.72
O: 5.049 -2.022 -1.261  -0.37
C: 4.116 -1.532 -0.429  -0.34
O: 3.941 -1.990 0.659  -0.55
C: 3.130 -0.411 -0.802  0.62
C: 3.092 0.591 0.309  -0.88
C: 2.137 1.776 -0.024  0.09
O: 2.243 2.796 0.622  -0.62
C: 1.335 1.843 -1.279  -0.95
C: 0.657 0.518 -1.695  1.82
C: 0.280 0.480 -3.194  -1.89
C: -0.599 0.487 -0.783  -0.26
C: -1.619 1.496 -0.910  -1.13
C: -2.628 1.674 0.080  -0.14
Cl: -3.586 3.112 -0.317  -0.23
C: -2.825 0.653 1.039  0.30
C: -3.906 0.737 2.163  0.20
C: -4.282 2.202 2.754  -1.58
C: -5.275 0.020 1.919  -0.61
O: -5.878 -0.040 3.213  -0.57
C: -1.890 -0.418 1.031  0.09
Cl: -2.202 -1.750 2.214  -0.23
C: -0.782 -0.518 0.148  0.64
C: 0.213 -1.762 0.295  -1.22
C: 0.990 -1.961 -0.936  -1.24
C: 1.716 -0.680 -1.511  -0.60
H: 6.914 -3.031 -1.405  0.23
H: 5.438 -3.940 -0.625  0.32
H: 6.234 -2.723 0.266  0.31
H: 3.711 0.105 -1.501  0.51
H: 4.030 0.975 0.507  0.75
H: 2.666 0.225 1.212  0.29
H: 1.953 2.153 -2.094  0.60
H: 0.627 2.658 -1.020  0.28
H: 0.088 -0.565 -3.391  0.45
H: 1.028 0.769 -3.860  0.52
H: -0.523 1.140 -3.452  0.35
H: -1.409 2.223 -1.679  0.55
H: -3.563 0.170 3.087  0.29
H: -5.154 2.632 2.254  0.40
H: -4.621 2.140 3.880  0.30
H: -3.441 2.894 2.678  0.45
H: -6.032 0.586 1.347  0.35
H: -5.126 -0.910 1.352  0.32
H: -6.596 0.650 3.209  0.37
H: -0.409 -2.604 0.450  0.83
H: 0.767 -1.645 1.221  0.52
H: 1.756 -2.819 -0.713  0.31
H: 0.357 -2.383 -1.712  0.52
H: 1.954 -0.990 -2.564  0.56

=====

Largest force on an atom in eV Å⁻¹, matching the order above: 1.689; 0.179; 2.223; 3.536
DFT total energy in eV, matching the order above: -52638.8610; -55710.1862; -44570.1024; -54362.1309